Record 1
C6H5BrOS | ωB97M-V/def2-TZVPD

The energy above the lowest of the compared OMol25 structures with the same formula, charge and spin is 0.0 kcal/mol. As for the strongest force on any atom: 0.8 eV/A. Its total energy is -3279.072712 hartree. As for the SMILES: Oc1ccccc1SBr. For the HOMO energy, the calculation gives -8.441 eV. As for the spin multiplicity: 1. As for the charge: 0.

XYZ file:
```
14
Properties=species:S:1:pos:R:3:forces:R:3:lowdin_charge:R:1
O -1.213211 1.796957 -0.818502 -0.438 -0.427 0.038 0.01
C -0.430561 0.790487 -0.354298 0.435 -0.088 0.128 -0.35
C 0.839156 1.070474 0.147299 -0.089 0.084 -0.060 -0.03
C 1.718949 0.065183 0.493892 -0.055 0.000 -0.052 -0.08
C 1.344449 -1.258347 0.339898 0.076 -0.117 -0.003 -0.09
C 0.054698 -1.554455 -0.056483 0.089 0.117 0.056 -0.12
C -0.852565 -0.548296 -0.367602 -0.617 0.130 -0.107 -0.56
S -2.512987 -1.100562 -0.742936 0.626 0.290 -0.414 0.43
Br -3.716035 0.300172 0.390761 -0.289 0.103 0.280 0.27
H -0.830360 2.648063 -0.585486 0.093 -0.023 0.003 0.11
H 1.133270 2.106824 0.249173 0.072 0.102 -0.046 0.11
H 2.696302 0.319479 0.872697 0.116 0.020 0.015 0.11
H 2.038213 -2.054349 0.558045 0.055 -0.086 0.065 0.10
H -0.269315 -2.581635 -0.126452 -0.073 -0.105 0.097 0.10
```
Forces are in eV/Å.

***

Record 2
C6H5ClN2 | ωB97M-V/def2-TZVPD

The energy above the lowest of the compared OMol25 structures with the same formula, charge and spin is 131.6 kcal/mol. As for the strongest force on any atom: 5.7 eV/A. Its total energy is -801.100690 hartree. For the HOMO energy (alpha / beta), the calculation gives -8.471 / -9.060 eV. As for the spin multiplicity: 1. As for the charge: 0.

XYZ file:
```
14
Properties=species:S:1:pos:R:3:forces:R:3:lowdin_charge:R:1
C 1.546360 -0.927426 0.887188 0.552 0.367 -1.026 -0.27
C -1.312010 -1.053733 -0.837456 -0.686 -0.479 1.481 -0.19
C -0.491139 -1.058853 -1.837302 0.888 0.115 -0.188 0.11
C -1.589405 0.113866 0.196679 -3.604 -3.285 -3.013 -0.19
C 0.461537 1.257513 0.891180 -0.254 2.980 -4.691 -0.26
C 1.470721 0.355678 0.326573 0.300 -1.017 0.763 -0.66
N 1.535274 -1.998318 1.313444 0.007 -0.466 0.377 0.18
N -0.921899 0.987128 0.688519 1.052 2.017 2.516 0.03
Cl 2.487229 0.908943 -0.948098 -0.158 -0.548 0.508 0.72
H -1.980078 -1.964722 -0.665405 0.696 1.336 -0.263 0.11
H 0.375414 -0.614490 -2.337413 -0.756 -0.042 0.295 0.03
H -2.740297 0.179971 0.329437 1.663 -0.047 -0.113 0.13
H 0.525598 1.659078 1.860727 0.794 0.058 1.393 0.11
H 0.632700 2.155370 0.131927 -0.494 -0.987 1.961 0.14
```
Forces are in eV/Å.

***

Record 3
C6H5ClNO3 | ωB97M-V/def2-TZVPD

As for the strongest force on any atom: 4.6 eV/A. Its total energy is -972.284542 hartree. As for the expectation value of S²: 2.02. For the HOMO energy (alpha / beta), the calculation gives -1.709 / -5.409 eV. As for the spin multiplicity: 3. As for the charge: -1.

XYZ file:
```
16
Properties=species:S:1:pos:R:3:forces:R:3:lowdin_charge:R:1
C -2.881447 0.377533 -0.383127 -2.362 2.357 -0.712 -0.09
C -1.757130 1.146236 0.143634 -0.262 2.787 0.819 -0.16
C -2.720448 -0.966321 -0.533326 0.452 -2.267 0.300 -0.21
C 4.677302 0.588347 -0.456289 0.285 0.317 -0.298 -0.73
C -0.582815 0.523938 0.399765 0.769 -0.761 0.888 -0.05
C -0.464386 -0.883717 0.124839 1.028 3.292 0.707 -0.42
N -1.584917 -1.532711 -0.276341 -2.529 -3.617 -1.305 0.10
O 5.031315 -0.440037 -0.850257 0.265 -1.360 -0.318 0.10
O 4.587014 1.733310 -0.315215 -0.114 1.318 0.196 0.08
O 0.528468 -1.683748 0.424033 0.113 -0.780 -0.426 0.06
Cl 2.958042 -0.061190 1.202474 -0.479 -0.331 0.288 -0.04
H -3.894220 0.807964 -0.662762 1.540 -0.237 0.472 0.10
H -1.878146 2.212153 0.530564 -0.052 -1.643 -0.726 0.10
H -3.577832 -1.633674 -0.818025 0.859 0.647 0.112 0.11
H 0.146909 1.058674 1.017489 0.190 -0.385 -0.636 0.09
H 1.412293 -1.246760 0.452541 0.295 0.664 0.640 -0.05
```
Forces are in eV/Å.

***

Record 4
C6H5F4N | ωB97M-V/def2-TZVPD

The energy above the lowest of the compared OMol25 structures with the same formula, charge and spin is 42.7 kcal/mol. As for the strongest force on any atom: 4.2 eV/A. Its total energy is -685.740288 hartree. As for the SMILES: C=C/C=C\N=C(\F)C(F)(F)F. For the HOMO energy, the calculation gives -9.301 eV. As for the spin multiplicity: 1. As for the charge: 0.

XYZ file:
```
16
Properties=species:S:1:pos:R:3:forces:R:3:lowdin_charge:R:1
C -0.394544 -0.223060 -1.284655 2.481 1.395 -3.089 0.00
C -0.161227 0.714217 -0.314594 -0.297 -0.655 2.598 -0.15
C 0.047881 0.444035 1.067089 -0.287 1.884 -1.646 -0.06
C 0.994053 -0.540875 1.313219 0.002 0.463 1.955 -0.16
N 1.505831 -1.336266 0.446894 0.443 -2.034 -1.048 0.13
C 0.959020 -1.806283 -0.639776 0.162 1.763 -1.090 -0.27
F 1.871909 -2.012991 -1.660675 -0.787 0.022 0.620 0.07
C -0.004404 -2.976971 -0.717450 -2.270 -0.699 0.910 -0.51
F -0.745945 -3.053970 -1.872892 1.148 0.220 1.291 0.12
F 0.725866 -4.067739 -0.598716 0.177 -0.575 -0.371 0.18
F -0.929270 -3.051721 0.334445 1.323 0.859 -1.498 0.10
H -1.265200 -0.790749 -1.188964 -0.937 -1.252 0.077 0.06
H -0.106124 0.163292 -2.376522 -0.972 -1.215 2.304 0.14
H 0.101870 1.721150 -0.463889 0.037 1.268 -1.085 0.09
H 0.081337 1.414416 1.626835 0.054 -1.461 0.217 0.12
H 1.587129 -0.443771 2.229573 -0.278 0.016 -0.145 0.13
```
Forces are in eV/Å.

***

Record 5
C6H5IOS | ωB97M-V/def2-TZVPD

The energy above the lowest of the compared OMol25 structures with the same formula, charge and spin is 22.5 kcal/mol. As for the strongest force on any atom: 7.2 eV/A. Its total energy is -1002.658724 hartree. For the HOMO energy, the calculation gives -9.275 eV. As for the spin multiplicity: 1. As for the charge: 0.

XYZ file:
```
14
Properties=species:S:1:pos:R:3:forces:R:3:lowdin_charge:R:1
C 1.051952 0.162415 0.192932 -1.056 0.283 -0.942 -0.06
C 0.202998 -0.513923 1.045809 1.991 -1.687 1.928 -0.09
C 0.485306 0.658235 -0.991600 1.811 -0.854 1.031 -0.07
C -1.073043 -0.860270 0.751957 -0.353 0.682 -2.427 -0.08
C -0.775550 0.246969 -1.355848 1.004 1.583 -1.298 -0.14
C -1.527749 -0.505374 -0.533552 -1.498 -0.438 1.035 -0.54
O -3.314802 -2.363662 0.052737 0.310 3.664 -4.487 -0.67
S -3.144778 -1.044576 -1.122887 -0.368 -3.958 5.982 0.64
I -4.591837 0.498505 0.231014 0.395 -0.087 -0.754 0.46
H 2.102312 0.121311 0.419426 0.239 0.667 -0.083 0.11
H 0.692780 -1.052209 1.902851 -0.700 0.914 -0.557 0.13
H 1.111830 1.159202 -1.704644 0.066 0.313 -0.210 0.10
H -1.639945 -1.524846 1.314331 -0.969 -0.839 1.062 0.08
H -1.021027 0.586666 -2.345028 -0.873 -0.242 -0.281 0.11
```
Forces are in eV/Å.

***

Record 6
C6H5N | ωB97M-V/def2-TZVPD

The energy above the lowest of the compared OMol25 structures with the same formula, charge and spin is 96.4 kcal/mol. As for the strongest force on any atom: 0.4 eV/A. Its total energy is -286.189516 hartree. For the HOMO energy (alpha / beta), the calculation gives -6.967 / -6.962 eV. As for the spin multiplicity: 1. As for the charge: 0.

XYZ file:
```
12
Properties=species:S:1:pos:R:3:forces:R:3:lowdin_charge:R:1
C -2.318964 2.293384 -0.460502 0.265 -0.267 -0.055 0.10
C -1.394478 1.512400 -0.480858 -0.195 0.278 0.049 -0.15
C -0.418596 0.496520 -0.502373 -0.131 -0.208 0.018 -0.15
N 0.738749 0.585805 0.154013 -0.021 0.210 0.055 0.00
C 1.596599 -0.396870 0.474955 -0.019 -0.081 0.086 -0.16
C 1.181584 -1.729638 0.327134 -0.296 -0.300 -0.102 -0.17
C 0.672106 -2.823639 0.223403 0.277 0.292 0.105 0.11
H -3.168715 2.938868 -0.437947 0.219 -0.024 -0.003 0.02
H -0.638183 -0.464082 -0.940235 -0.081 -0.021 0.045 0.11
H 0.983743 1.515772 0.476532 0.035 -0.066 -0.010 0.17
H 2.525350 -0.130015 0.955764 -0.130 0.078 -0.098 0.10
H 0.240806 -3.798505 0.210113 0.077 0.110 -0.091 0.02
```
Forces are in eV/Å.

***

Record 7
C6H5N | ωB97M-V/def2-TZVPD

The energy above the lowest of the compared OMol25 structures with the same formula, charge and spin is 125.6 kcal/mol. As for the strongest force on any atom: 0.9 eV/A. Its total energy is -286.142953 hartree. For the HOMO energy (alpha / beta), the calculation gives -7.725 / -7.472 eV. As for the spin multiplicity: 1. As for the charge: 0.

XYZ file:
```
12
Properties=species:S:1:pos:R:3:forces:R:3:lowdin_charge:R:1
C 1.704314 -0.121711 2.183973 -0.109 -0.050 -0.194 0.13
C 1.279656 -0.460418 1.104294 0.077 -0.040 0.075 -0.11
C 0.774017 -0.864306 -0.156327 0.703 -0.049 0.579 -0.17
N -0.487906 -1.332575 -0.327217 -0.044 -0.012 0.024 -0.04
C -0.953710 -0.372809 -1.198872 -0.646 0.226 -0.376 -0.16
C -1.020525 1.007019 -0.868639 -0.009 0.194 -0.005 -0.16
C -1.138978 2.189996 -0.637247 0.072 -0.348 -0.046 0.10
H 2.072493 0.179118 3.140043 -0.053 -0.051 -0.174 0.03
H 1.422335 -0.867206 -1.023404 -0.085 0.062 0.138 0.12
H -1.016708 -1.890608 0.334570 0.085 0.163 -0.136 0.15
H -1.403990 -0.696010 -2.137187 0.005 0.092 0.157 0.11
H -1.230999 3.229509 -0.413986 0.004 -0.188 -0.042 0.02
```
Forces are in eV/Å.

***

Record 8
C6H5N2O5SV | ωB97M-V/def2-TZVPD

The energy above the lowest of the compared OMol25 structures with the same formula, charge and spin is 0.0 kcal/mol. As for the strongest force on any atom: 6.7 eV/A. Its total energy is -2058.846196 hartree. As for the expectation value of S²: 2.28. For the HOMO energy (alpha / beta), the calculation gives -17.391 / -17.406 eV. As for the spin multiplicity: 3. As for the charge: +2.

XYZ file:
```
20
Properties=species:S:1:pos:R:3:forces:R:3:lowdin_charge:R:1
O -0.059365 3.195349 -0.002044 0.088 -4.231 0.602 0.22
C -0.018572 2.045097 0.099343 0.105 4.937 -1.055 -0.08
V 0.091043 -0.029797 0.191332 -0.054 1.852 2.911 0.14
C 0.036548 -1.962679 0.355016 -0.211 -6.608 -0.939 -0.07
O -0.021936 -3.116914 0.207389 0.224 4.714 0.910 0.22
C -0.170375 -0.225904 -1.909330 0.059 -1.698 -3.206 -0.14
O -0.250380 -1.153647 -2.655064 0.179 2.748 1.974 0.26
C 1.914666 -0.078386 -0.443944 6.303 -0.043 -2.082 -0.15
O 3.020148 -0.083418 -0.800083 -4.356 -0.019 1.380 0.24
C -1.867252 -0.067217 -0.150570 -6.296 -0.415 -1.656 -0.03
O -2.959117 -0.120391 -0.542296 4.433 0.232 1.742 0.25
H -0.150474 0.911336 -2.121233 -0.129 -1.027 -0.575 0.18
N -0.127328 -1.092074 3.751251 0.315 0.700 -0.078 0.16
C 0.249661 0.179910 3.540045 -1.035 -0.692 1.456 -0.76
N -0.151719 1.119740 4.394984 0.463 -0.455 -0.630 0.17
S 1.238201 0.666702 2.226217 0.021 -0.091 -0.828 0.86
H -0.602731 -1.313701 4.627691 0.186 -0.238 -0.482 0.15
H 0.301615 -1.840421 3.209681 -0.212 0.301 0.466 0.12
H 0.172889 2.067623 4.267623 -0.088 0.015 0.064 0.13
H -0.645522 0.899094 5.248991 0.003 0.018 0.026 0.15
```
Forces are in eV/Å.

***

Record 9
C6H5NO | ωB97M-V/def2-TZVPD

The energy above the lowest of the compared OMol25 structures with the same formula, charge and spin is 137.4 kcal/mol. As for the strongest force on any atom: 4.5 eV/A. Its total energy is -361.365283 hartree. As for the SMILES: CC#CC#[N+][O-].C#C. For the HOMO energy (alpha / beta), the calculation gives -9.175 / -9.175 eV. As for the spin multiplicity: 1. As for the charge: 0.

XYZ file:
```
13
Properties=species:S:1:pos:R:3:forces:R:3:lowdin_charge:R:1
C -0.631278 1.545218 2.487741 -2.995 -3.346 -0.615 -0.06
C -0.780658 0.859657 1.171144 -0.007 0.739 1.162 -0.02
C -0.846278 0.351887 0.085432 -0.141 0.892 0.777 -0.05
C -0.991765 0.062222 -1.217640 -0.453 -0.504 -1.763 -0.03
N -1.180721 -0.256928 -2.317448 0.760 -0.449 1.742 -0.10
O -1.232534 -0.782389 -3.383781 -0.375 0.081 -1.269 0.03
H -1.480887 1.227336 3.193517 1.271 0.643 -1.030 0.12
H -0.576497 2.558646 2.364075 -0.140 2.645 -0.289 0.05
H 0.267297 1.206037 2.858075 2.028 -0.687 1.284 0.05
C 1.864936 -2.123581 -1.674971 0.237 -2.797 -1.988 0.01
C 1.940709 -1.315009 -0.832713 -0.337 2.262 1.235 -0.01
H 1.895202 -2.944015 -2.340182 -0.076 -0.170 -0.259 0.02
H 1.752474 -0.389081 -0.393250 0.228 0.689 1.011 0.00
```
Forces are in eV/Å.

***

Record 10
C6H5NO | ωB97M-V/def2-TZVPD

The energy above the lowest of the compared OMol25 structures with the same formula, charge and spin is 148.3 kcal/mol. As for the strongest force on any atom: 15.5 eV/A. Its total energy is -361.347914 hartree. As for the SMILES: C#C[C@](O)(C#N)C=C. For the HOMO energy, the calculation gives -10.094 eV. As for the spin multiplicity: 1. As for the charge: 0.

XYZ file:
```
13
Properties=species:S:1:pos:R:3:forces:R:3:lowdin_charge:R:1
C -1.966329 -1.825661 -0.376508 4.040 5.388 4.250 0.13
C -1.045301 -1.008186 0.165858 -5.831 -5.160 -3.828 -0.01
C 0.000203 0.082477 0.357970 2.672 -3.203 -0.107 -0.64
O 0.584574 0.158734 1.621554 1.598 -2.340 2.179 -0.04
C -0.634819 1.306927 0.151612 -7.292 10.149 -9.231 -0.09
N -1.236244 2.134122 -0.668581 5.434 -7.144 8.012 0.18
C 1.081466 -0.066988 -0.789045 3.013 -3.090 -2.454 -0.10
C 2.460226 -0.422981 -0.680113 -2.972 -0.271 2.421 0.01
H -3.062113 -2.204199 -0.395032 2.648 0.571 -0.134 0.07
H 1.089245 -0.687083 1.991443 -1.842 2.370 -1.863 0.18
H 0.638771 -0.287691 -1.848171 0.496 0.807 2.152 0.13
H 2.861916 -0.379126 0.451244 -0.507 -0.093 -2.884 0.08
H 3.076629 -1.044164 -1.470487 -1.457 2.017 1.486 0.09
```
Forces are in eV/Å.